{
  "formula": "C21H24ClN5ORh",
  "method": "ωB97M-V with the def2-TZVPD basis set",
  "relative_energy_kj_mol": 1617.0,
  "total_charge": 1,
  "homo_lumo_gap_ev": 6.387,
  "lumo_energy_ev": -3.6,
  "elements": ["Rh", "O", "C", "N", "C", "C", "C", "C", "C", "C", "N", "C", "C", "C", "C", "C", "N", "H", "H", "H", "H", "H", "H", "H", "H", "H", "H", "N", "C", "C", "N", "H", "H", "H", "H", "H", "H", "H", "H", "Cl", "C", "C", "C", "C", "C", "C", "C", "H", "H", "H", "H", "H", "H"],
  "coordinates": [[-0.700410, 0.500355, -0.128716], [-1.590257, 4.460874, 0.295535], [-1.445050, 3.292124, -0.024043], [-0.632905, 2.391080, 0.550876], [-0.371932, 2.604591, 1.973335], [-0.379154, 1.235468, 2.598389], [0.414431, 0.867998, 3.682182], [0.741629, -0.492118, 3.856312], [0.325564, -1.338450, 2.849360], [-0.769078, -1.000950, 2.096886], [-1.113293, 0.306840, 1.933806], [-2.394716, 2.673579, -1.025091], [-3.197984, 3.461834, -1.830261], [-4.143578, 2.850465, -2.633654], [-4.268693, 1.468748, -2.583769], [-3.428541, 0.753496, -1.752184], [-2.501896, 1.335247, -0.985257], [-1.171595, 3.229837, 2.383256], [0.565390, 3.127862, 2.174722], [0.938446, 1.627216, 4.247574], [1.431465, -0.769172, 4.646078], [-0.212214, -3.745980, 2.903685], [0.735712, -4.395419, 1.362456], [-3.066836, 4.533990, -1.783454], [-4.784968, 3.437397, -3.277138], [-5.012474, 0.947426, -3.169308], [-3.530096, -0.321651, -1.674156], [0.064079, 0.754456, -2.076110], [-0.344285, -0.378555, -2.945371], [-0.282326, -1.659644, -2.130059], [-1.039315, -1.454120, -0.878466], [-0.207729, 1.646183, -2.481771], [1.077812, 0.772890, -1.999879], [0.293789, -0.448080, -3.827265], [-1.362788, -0.188532, -3.284203], [0.750990, -1.886168, -1.862817], [-0.672166, -2.496990, -2.711050], [-0.784643, -2.095918, -0.131744], [-2.033753, -1.596558, -1.023726], [0.570962, -3.128970, 1.968471], [2.228745, -2.654956, 1.401823], [3.462305, -3.086781, 1.623673], [4.513775, -2.706246, 0.677640], [4.485555, -1.765789, -0.279890], [3.491439, -0.748956, -0.574093], [2.343291, -0.496118, 0.033401], [1.250432, 0.127934, 0.475568], [3.754097, -3.726000, 2.450865], [5.438605, -3.261559, 0.779378], [5.380362, -1.673122, -0.883128], [3.795956, 0.002883, -1.296656], [1.492583, 0.702718, 1.372573], [1.895258, -1.596687, 0.915415]],
  "forces_ev_per_a": [[0.19, 0.42, 0.02], [0.01, 0.02, -0.02], [-0.22, -0.12, 0.19], [0.26, 0.17, -0.14], [-0.13, -0.03, -0.01], [0.19, -0.02, 0.51], [-0.13, -0.15, -0.44], [0.91, 0.18, -0.26], [-1.84, 0.01, 0.08], [-0.25, -0.27, -0.26], [0.75, -0.03, -0.23], [0.07, -0.01, -0.07], [-0.01, 0.00, 0.01], [0.00, 0.00, 0.00], [-0.01, 0.00, 0.01], [-0.12, -0.01, 0.15], [0.00, 0.04, -0.19], [0.05, 0.04, 0.04], [0.05, -0.09, -0.02], [-0.17, -0.03, 0.17], [-0.03, -0.03, 0.04], [-0.31, 0.13, -0.37], [0.21, 0.11, 0.39], [0.00, 0.00, 0.00], [0.00, 0.00, 0.00], [0.00, 0.00, -0.01], [0.02, -0.01, -0.01], [0.03, -0.03, 0.01], [0.01, 0.04, 0.05], [-0.01, -0.01, -0.02], [0.15, -0.12, -0.07], [-0.05, -0.03, -0.03], [0.00, 0.02, 0.13], [-0.02, -0.02, -0.01], [-0.01, -0.01, 0.02], [0.01, 0.04, 0.01], [0.03, 0.00, -0.02], [-0.02, 0.04, 0.05], [-0.01, 0.02, 0.01], [0.55, -1.31, 1.89], [-0.16, 1.50, -0.90], [-0.06, -0.13, -0.20], [0.23, 0.08, 0.53], [-0.08, 0.09, -0.13], [0.19, -0.23, 0.14], [-1.71, 2.56, -0.84], [0.84, 0.23, -0.84], [-0.23, -0.45, -0.27], [-0.06, -0.06, 0.03], [0.01, -0.07, 0.01], [0.09, -0.01, 0.04], [-0.02, -0.02, 0.02], [0.80, -2.47, 0.81]]
}

=====

{
  "formula": "C21H24CoN4O2S3",
  "method": "ωB97M-V with the def2-TZVPD basis set",
  "s2": 6.04,
  "total_charge": 1,
  "homo_lumo_gap_ev": [8.769, 5.164],
  "multiplicity": 5,
  "lumo_energy_ev": [-2.3, -5.9],
  "elements": ["Co", "C", "C", "C", "C", "C", "C", "C", "S", "O", "O", "N", "C", "C", "C", "C", "C", "N", "H", "H", "H", "H", "H", "H", "H", "H", "H", "H", "H", "C", "N", "C", "S", "N", "C", "H", "H", "H", "H", "H", "H", "H", "H", "S", "C", "C", "C", "C", "C", "C", "H", "H", "H", "H", "H"],
  "coordinates": [[-0.436967, -0.601777, 0.312476], [0.275881, -2.888920, -5.901002], [-0.452166, -2.073573, -4.865589], [0.138074, -0.934541, -4.316291], [-0.536454, -0.157572, -3.391384], [-1.819027, -0.535272, -3.001363], [-2.428532, -1.664864, -3.528235], [-1.737729, -2.423865, -4.460315], [-2.713209, 0.437693, -1.849955], [-3.061165, 1.696353, -2.444123], [-3.778348, -0.385375, -1.336081], [-1.532465, 0.634556, -0.743310], [-1.602393, 1.583323, 0.274793], [-2.207290, 2.844975, 0.277481], [-2.057692, 3.631938, 1.397271], [-1.312200, 3.188267, 2.493377], [-0.744285, 1.944001, 2.418332], [-0.895159, 1.150411, 1.347616], [1.352196, -2.883149, -5.727830], [0.101948, -2.476287, -6.898338], [-0.069870, -3.922110, -5.907165], [1.138472, -0.648257, -4.625752], [-0.084911, 0.739788, -2.981452], [-3.423209, -1.943043, -3.202205], [-2.204247, -3.309027, -4.879008], [-2.759193, 3.171376, -0.591373], [-2.511592, 4.615679, 1.420896], [-1.176507, 3.800575, 3.373306], [-0.154157, 1.543074, 3.236300], [-1.264889, -2.327802, 5.120050], [-0.921875, -2.439928, 3.708734], [-1.783749, -2.261237, 2.707510], [-1.262610, -2.599271, 1.083892], [-3.014216, -1.893381, 3.004440], [-4.107853, -1.696292, 2.044707], [-0.358882, -2.440925, 5.706616], [-1.971468, -3.102799, 5.425085], [-1.685749, -1.345929, 5.339830], [-0.043396, -2.850088, 3.445206], [-3.259732, -1.842959, 3.980701], [-3.737369, -1.269965, 1.125147], [-4.825436, -1.012126, 2.489606], [-4.599559, -2.641897, 1.822463], [1.718143, -0.472086, -0.503274], [2.792692, -0.614607, 0.806837], [4.178406, -0.541349, 0.533462], [5.087231, -0.635829, 1.564279], [4.638883, -0.799005, 2.874353], [3.271487, -0.870336, 3.161787], [2.351108, -0.780593, 2.144296], [4.510783, -0.413750, -0.488914], [6.147870, -0.579879, 1.355008], [5.358640, -0.868315, 3.680996], [2.941479, -0.988860, 4.186389], [1.292549, -0.825351, 2.356910]],
  "forces_ev_per_a": [[-0.40, 0.06, 0.07], [-0.03, 0.05, 0.00], [0.00, -0.06, -0.05], [0.07, 0.04, 0.00], [-0.13, -0.04, -0.07], [0.11, -0.18, -0.10], [0.11, 0.03, 0.01], [0.04, -0.05, -0.06], [0.06, -0.23, -0.33], [-0.01, 0.25, 0.17], [0.02, 0.12, 0.29], [-0.28, 0.46, 0.62], [0.08, -0.07, -0.01], [-0.09, -0.10, -0.15], [0.01, 0.08, 0.06], [-0.09, 0.14, -0.04], [0.06, -0.32, -0.01], [-0.02, 0.16, -0.07], [-0.03, 0.00, 0.01], [0.00, -0.02, 0.04], [0.01, 0.02, 0.01], [-0.07, -0.03, 0.01], [-0.04, -0.07, -0.04], [0.07, 0.03, -0.01], [0.02, 0.04, 0.02], [0.00, 0.01, 0.01], [0.00, -0.05, -0.02], [-0.01, -0.01, -0.03], [-0.01, 0.00, -0.07], [0.05, -0.03, -0.09], [0.08, 0.03, 0.18], [0.00, 0.05, -0.11], [-0.01, -0.30, 0.18], [-0.25, 0.03, -0.25], [-0.01, -0.05, 0.20], [0.01, -0.02, 0.00], [-0.01, -0.01, -0.01], [0.02, 0.04, -0.01], [0.08, -0.03, 0.00], [-0.04, 0.03, 0.00], [0.14, 0.11, -0.24], [0.00, 0.00, 0.01], [0.02, -0.02, 0.01], [0.41, -0.12, -0.19], [-0.08, 0.02, 0.07], [-0.01, -0.02, 0.10], [0.02, -0.01, 0.05], [0.02, -0.01, 0.01], [0.04, 0.00, -0.04], [0.26, 0.03, -0.13], [-0.05, 0.00, 0.02], [-0.05, -0.01, 0.03], [-0.04, 0.00, -0.04], [0.03, 0.01, -0.03], [-0.12, 0.01, -0.01]]
}

=====

{
  "formula": "C21H24F6N3O5S4Yb",
  "method": "ωB97M-V with the def2-TZVPD basis set",
  "relative_energy_kj_mol": 0.0,
  "s2": 0.75,
  "total_charge": -2,
  "homo_lumo_gap_ev": [6.539, 6.549],
  "multiplicity": 2,
  "lumo_energy_ev": [4.4, 4.4],
  "elements": ["Yb", "C", "N", "C", "C", "N", "C", "C", "C", "C", "C", "C", "C", "S", "C", "C", "C", "C", "C", "C", "S", "H", "H", "H", "H", "H", "H", "H", "H", "H", "H", "H", "H", "H", "H", "H", "H", "H", "H", "F", "C", "F", "F", "S", "O", "O", "N", "S", "O", "O", "C", "F", "F", "F", "C", "O", "C", "C", "H", "H", "H", "H", "H", "H"],
  "coordinates": [[-0.049643, 1.587686, -0.472961], [-1.232143, -2.593513, -1.245840], [-0.936016, -2.188790, 0.119318], [0.380130, -2.583791, 0.554047], [1.492610, -2.050672, -0.332741], [1.856948, -0.646394, -0.081924], [2.880345, -0.310456, -1.083617], [2.375906, -0.499344, 1.267961], [3.643942, -0.977711, 1.577715], [4.173770, -0.890372, 2.854682], [3.413607, -0.302629, 3.857591], [2.152007, 0.178119, 3.567579], [1.592442, 0.093350, 2.279558], [-0.042330, 0.642472, 2.046421], [-1.948691, -2.253465, 1.072788], [-1.751686, -2.953079, 2.271850], [-2.729179, -3.056554, 3.246562], [-3.962448, -2.458004, 3.057932], [-4.166656, -1.720538, 1.903167], [-3.188069, -1.584745, 0.921057], [-3.682837, -0.556689, -0.437311], [-0.798926, -3.586015, -1.448944], [-0.844539, -1.870508, -1.966061], [-2.301803, -2.655739, -1.399972], [0.461559, -3.687355, 0.582814], [0.548443, -2.200406, 1.559247], [1.224787, -2.148487, -1.385752], [2.376026, -2.687833, -0.166375], [3.701924, -1.041600, -1.101008], [3.286733, 0.677385, -0.898082], [2.410942, -0.323983, -2.060400], [4.239824, -1.443208, 0.800597], [5.170441, -1.264529, 3.057571], [3.809291, -0.221600, 4.864384], [1.547956, 0.644416, 4.335624], [-0.810149, -3.452581, 2.453030], [-2.519408, -3.610650, 4.154146], [-4.745325, -2.540471, 3.802418], [-5.104945, -1.200867, 1.747442], [1.906483, 0.164249, -4.684400], [2.450806, 1.336551, -4.274348], [2.796506, 2.024828, -5.374776], [3.591697, 1.040314, -3.638342], [1.151507, 2.318913, -3.287590], [0.583898, 1.217886, -2.463748], [0.303463, 2.671867, -4.397068], [1.839260, 3.473107, -2.620470], [2.403907, 3.594969, -0.976663], [3.856586, 3.401565, -1.098010], [1.811593, 2.349636, -0.293727], [-0.584435, 4.573853, -0.363789], [-0.703572, 3.527656, -1.422232], [-1.931940, 4.832070, -0.157838], [-0.329626, 3.656232, 0.739166], [-3.481145, 2.467397, 0.303725], [-2.301537, 1.723438, 0.052689], [-2.309986, 0.618851, -0.908498], [-2.828185, 1.106644, -2.272667], [-4.301201, 1.790331, 0.540828], [-3.753292, 3.095890, -0.545597], [-3.273341, 3.104620, 1.160172], [-3.874525, 1.447051, -2.270123], [-2.750105, 0.281691, -2.982329], [-2.197659, 1.919539, -2.638881]],
  "forces_ev_per_a": [[-2.51, -1.64, 2.31], [-0.12, 0.13, 0.11], [0.05, -0.02, -0.11], [0.11, 0.13, -0.07], [-0.19, -0.08, 0.15], [0.22, -0.02, -0.14], [0.06, -0.04, -0.03], [-0.05, 0.15, 0.27], [0.09, -0.12, -0.06], [0.04, 0.01, 0.02], [0.01, -0.02, -0.01], [0.02, -0.02, -0.07], [0.06, -0.13, -0.03], [-0.17, -0.02, 0.10], [-0.28, 0.10, 0.22], [0.07, -0.15, 0.03], [-0.07, 0.02, 0.02], [-0.03, -0.05, 0.00], [0.05, -0.08, 0.01], [0.10, 0.12, -0.10], [0.69, 0.01, -0.37], [0.02, 0.03, -0.01], [0.00, -0.02, -0.02], [-0.15, 0.05, 0.03], [0.08, 0.00, 0.01], [-0.02, -0.05, 0.03], [0.05, 0.05, 0.00], [0.03, 0.02, -0.03], [-0.04, -0.01, -0.01], [0.00, 0.05, 0.02], [-0.03, -0.03, -0.03], [-0.02, 0.05, 0.03], [-0.01, -0.01, 0.00], [-0.02, 0.03, 0.00], [0.01, -0.01, 0.02], [-0.03, 0.03, -0.04], [0.01, -0.01, 0.00], [0.01, 0.03, 0.01], [0.03, 0.04, 0.03], [0.19, 0.13, -0.01], [-0.36, 0.03, 0.08], [-0.05, -0.03, 0.06], [-0.18, 0.12, 0.12], [0.98, 0.15, -1.89], [0.22, -0.07, -0.75], [-0.22, -0.01, 0.18], [0.04, -0.43, 0.44], [0.88, 0.55, -0.30], [-0.05, -0.10, 0.08], [1.84, 0.74, -0.14], [-0.20, 0.91, 0.42], [-0.36, -0.10, -0.24], [0.24, -0.03, -0.06], [-0.27, 0.06, -0.13], [0.09, 0.12, 0.10], [-0.15, -0.20, -0.10], [-0.89, -0.40, -0.14], [0.16, -0.06, 0.22], [-0.02, -0.08, 0.00], [0.05, 0.01, -0.03], [0.02, 0.04, -0.04], [-0.02, 0.06, -0.04], [0.03, 0.03, -0.02], [-0.09, 0.05, -0.07]]
}

=====

{
  "formula": "C21H24FMnN5O6",
  "method": "ωB97M-V with the def2-TZVPD basis set",
  "relative_energy_kj_mol": 0.0,
  "s2": 4.01,
  "total_charge": 2,
  "homo_lumo_gap_ev": [6.052, 7.962],
  "multiplicity": 4,
  "lumo_energy_ev": [-8.0, -6.1],
  "elements": ["Mn", "N", "C", "C", "O", "N", "C", "C", "O", "O", "H", "H", "H", "H", "H", "H", "F", "C", "C", "C", "C", "O", "C", "C", "N", "C", "C", "C", "C", "C", "C", "N", "C", "C", "N", "C", "C", "C", "O", "O", "H", "H", "H", "H", "H", "H", "H", "H", "H", "H", "H", "H", "H", "H", "H", "H", "H", "H"],
  "coordinates": [[3.277316, 3.170859, -0.019238], [3.551416, 3.336059, -2.203638], [4.985216, 3.180359, -2.495238], [5.809516, 3.492459, -1.246338], [6.968216, 3.797859, -1.266938], [5.048216, 3.350559, -0.094538], [5.789116, 3.578459, 1.125962], [4.763316, 3.408759, 2.274662], [5.049416, 3.463459, 3.432362], [3.584716, 3.183959, 1.758062], [3.011916, 2.735459, -2.827938], [3.275316, 4.300059, -2.418738], [5.323716, 3.829959, -3.309238], [5.205416, 2.141259, -2.759838], [6.234716, 4.580759, 1.134562], [6.603716, 2.853659, 1.236762], [1.057816, -3.178241, -0.199738], [0.259416, -2.099141, -0.092538], [0.876416, -0.881641, -0.063338], [0.142116, 0.310259, 0.016762], [0.845216, 1.572659, 0.007262], [2.116416, 1.624659, -0.085038], [0.001716, 2.710559, 0.050962], [-1.359484, 2.568459, 0.125662], [-2.016184, 1.399459, 0.152462], [-3.451684, 1.532259, 0.211562], [-4.398484, 0.777759, -0.679638], [-4.444684, 0.578659, 0.809962], [-1.275784, 0.231559, 0.067162], [-1.864584, -1.036041, 0.008562], [-1.152684, -2.234041, -0.046338], [-1.780984, -3.459041, -0.034138], [-3.199484, -3.680841, -0.185038], [-3.747184, -4.444041, 1.029862], [-2.920984, -5.669641, 1.288062], [-1.935384, -5.915241, 0.203262], [-1.020484, -4.703441, 0.051162], [0.530216, 4.131659, -0.037038], [-0.242184, 5.056059, -0.063838], [1.816916, 4.220559, -0.135438], [1.955016, -0.834341, -0.105038], [-1.933184, 3.487859, 0.140962], [-3.703284, 2.572559, 0.364962], [-3.997684, 0.020059, -1.335438], [-5.185684, 1.347259, -1.147938], [-4.129884, -0.341941, 1.273262], [-5.259584, 1.038559, 1.349562], [-2.929484, -1.095341, -0.007338], [-3.398884, -4.241741, -1.105838], [-3.749084, -2.748141, -0.272038], [-4.785284, -4.727041, 0.847062], [-3.709784, -3.801841, 1.911462], [-3.524284, -6.491541, 1.402862], [-2.406884, -5.552341, 2.168662], [-2.473384, -6.136541, -0.719438], [-1.332484, -6.790641, 0.452762], [-0.414684, -4.864241, -0.847538], [-0.338684, -4.657741, 0.907762]],
  "forces_ev_per_a": [[-1.00, -0.90, -0.66], [0.01, 0.22, 0.34], [0.65, 0.11, -0.09], [0.08, 0.08, -1.85], [-0.37, -0.17, 0.28], [0.97, 0.36, 0.76], [-0.22, -0.09, 1.10], [2.56, 0.44, -0.03], [-0.53, -0.09, -0.37], [-2.18, -0.31, 0.02], [-0.07, 0.09, 0.38], [-0.09, -0.31, 0.13], [-0.06, -0.20, 0.12], [-0.08, 0.14, -0.05], [-0.05, -0.17, 0.02], [-0.07, 0.14, -0.08], [-0.08, -0.07, 0.01], [0.29, 0.47, -0.02], [-0.32, -0.26, 0.03], [0.04, 0.03, 0.03], [-1.38, 0.52, -0.03], [0.67, -0.26, -0.02], [0.69, 0.06, 0.03], [0.32, 0.02, -0.03], [0.61, 0.39, 0.01], [-1.04, -0.07, -0.16], [0.04, 0.17, -0.14], [0.05, -0.01, 0.21], [0.76, -0.32, -0.10], [-0.13, -0.21, 0.01], [0.15, 0.61, 0.07], [-0.01, -0.48, 0.05], [-0.14, 0.03, 0.04], [-0.50, 0.94, -0.42], [0.00, -0.35, 0.43], [0.61, -0.04, -0.56], [0.34, -0.20, -0.02], [-1.69, -0.77, 0.10], [0.45, -0.03, 0.01], [1.06, 1.14, -0.14], [0.03, -0.05, -0.01], [-0.09, -0.12, 0.06], [0.07, -0.09, -0.02], [0.08, -0.14, 0.10], [-0.07, 0.08, 0.04], [0.11, -0.07, -0.08], [0.00, 0.09, -0.01], [-0.18, 0.00, 0.08], [-0.07, 0.16, 0.06], [-0.03, -0.07, 0.04], [0.14, -0.14, 0.10], [0.03, -0.21, -0.01], [0.13, 0.16, 0.07], [-0.15, -0.11, -0.13], [-0.08, -0.01, 0.21], [-0.13, 0.09, 0.06], [-0.05, -0.11, 0.18], [-0.05, -0.09, -0.13]]
}